Molecular formula: C5H10O
Method: DFT, wB97M-V/def2-TZVPD

The energy above the lowest of the compared OMol25 structures with the same formula, charge and spin comes out at 440.83 kJ/mol. As for the LUMO energy: 0.732 eV. For the largest force on an atom, the calculation gives 4.650 eV/A. The HOMO-LUMO gap is 9.1 eV. For the electronic energy, the calculation gives -271.5847 Ha. The calculation puts the molecular weight at 86.1 g mol⁻¹.

XYZ file:
```
16
C5H10O wB97M-V/def2-TZVPD
C 2.1065 0.5327 -0.0987
C 0.6204 0.6761 0.2417
C -0.2416 -0.1175 -0.7572
C -1.7021 -0.0977 -0.3416
O -1.8114 -0.2987 1.0913
C -1.3558 -1.3738 1.6610
H 2.3481 0.9087 -1.1025
H 2.7005 1.1015 0.6179
H 2.4421 -0.5103 -0.0591
H 0.3202 1.7292 0.1644
H -0.1821 0.2951 -1.7775
H 0.1458 -1.1407 -0.8365
H -2.3027 -0.8466 -0.8713
H -2.1594 0.8888 -0.4110
H 0.3797 0.4415 1.6016
H -1.3082 -2.1881 0.8776
```